1.
The following is a quantum chemistry calculation of a molecular structure, C3HBr3N2, from the Open Molecules 2025 dataset.

Last column: Mulliken charge in e.
Geometry (Å):
C: -0.190 -0.431 0.692  -0.138
C: 1.356 0.379 -0.239  0.288
C: -1.026 0.303 -0.265  0.227
N: 0.845 1.045 -1.164  -0.295
N: -0.471 1.131 -1.103  -0.354
Br: 3.082 -0.081 0.020  -0.032
Br: -0.419 -2.354 0.430  -0.049
Br: -2.854 0.317 -0.070  -0.051
H: -0.321 -0.308 1.698  0.404

- LUMO energy: -1.00 eV
- Energy relative to the best compared isomer or geometry (same formula, charge and spin): 42.7 kcal per mole
- Total energy: -216231.19207 eV
- HOMO level: -9.770 eV

***

2.
The following is a quantum chemistry calculation of a molecular structure, C8H24BrMnO4, from the Open Molecules 2025 dataset.

Last column: Mulliken charge in e.
Geometry (Å):
Mn: 0.908 -29.982 -15.370  0.890
Br: -0.479 -27.745 -14.728  -0.522
C: 0.335 -30.545 -19.380  -1.187
C: -0.164 -29.576 -18.379  -0.194
O: -0.369 -30.275 -17.169  -0.339
H: 0.450 -30.168 -20.397  0.371
H: -0.375 -31.351 -19.564  0.391
H: 1.281 -30.990 -19.074  0.277
H: -1.093 -29.177 -18.784  0.257
H: 0.480 -28.723 -18.168  0.338
H: -1.030 -30.946 -17.355  0.203
C: 3.862 -31.138 -12.654  -1.097
C: 2.400 -30.633 -12.445  -0.230
O: 2.111 -29.754 -13.540  -0.335
H: 4.599 -30.342 -12.757  0.303
H: 3.934 -31.701 -13.585  0.294
H: 4.158 -31.764 -11.812  0.382
H: 2.261 -30.199 -11.455  0.360
H: 1.721 -31.478 -12.552  0.247
H: 2.494 -28.934 -13.221  0.250
C: -2.762 -31.572 -14.521  -1.056
C: -1.309 -32.050 -14.507  -0.319
O: -0.468 -31.021 -14.100  -0.295
H: -3.038 -31.041 -15.432  0.224
H: -3.015 -31.017 -13.618  0.333
H: -3.465 -32.405 -14.500  0.412
H: -1.123 -32.474 -15.494  0.320
H: -1.218 -32.867 -13.791  0.318
H: -0.707 -30.880 -13.181  0.266
C: 4.442 -28.270 -15.572  -1.210
C: 3.034 -27.940 -16.029  -0.263
O: 2.411 -29.082 -16.583  -0.418
H: 4.891 -27.408 -15.078  0.390
H: 5.085 -28.406 -16.441  0.405
H: 4.523 -29.112 -14.884  0.231
H: 3.176 -27.149 -16.765  0.396
H: 2.456 -27.491 -15.220  0.321
H: 2.737 -29.134 -17.484  0.285

- LUMO energy (spin up / spin down): -3.08 / -3.51 eV
- Energy relative to the best compared isomer or geometry (same formula, charge and spin): 0.0 kcal per mole
- Charge: +1
- Total energy: -118233.09555 eV
- Spin multiplicity: 6
- HOMO level (spin up / spin down): -11.500 / -11.496 eV

***

3.
The following is a quantum chemistry calculation of a molecular structure, C12H6N4PtSSe4, from the Open Molecules 2025 dataset.

Last column: Mulliken charge in e.
Geometry (Å):
Pt: 1.826 -1.707 0.309  0.550
Se: 4.178 -1.875 0.000  -0.338
Se: 5.156 -2.090 2.136  -0.125
Se: 3.801 -3.785 2.983  -0.118
Se: 1.650 -3.045 2.265  -0.269
S: -3.705 3.228 -0.582  0.152
N: -3.765 1.622 -0.460  -0.658
C: -2.517 1.197 -0.411  0.804
C: -2.100 -0.186 -0.287  0.548
C: -2.967 -1.274 -0.203  -0.643
C: -2.439 -2.542 -0.094  -0.673
C: -1.059 -2.708 -0.031  -0.360
N: -0.226 -1.672 -0.079  -0.281
C: -0.727 -0.428 -0.238  -0.053
C: 0.256 0.641 -0.372  0.048
N: 1.558 0.268 -0.377  -0.561
C: 2.493 1.210 -0.414  0.003
C: 2.176 2.564 -0.477  -0.621
C: 0.858 2.957 -0.507  -0.675
C: -0.132 1.978 -0.455  0.609
C: -1.558 2.252 -0.478  0.688
N: -2.108 3.448 -0.575  -0.656
H: -4.036 -1.105 -0.233  0.525
H: -3.079 -3.411 -0.039  0.404
H: -0.600 -3.681 0.082  0.494
H: 3.515 0.852 -0.398  0.285
H: 2.976 3.291 -0.503  0.403
H: 0.576 4.000 -0.561  0.517

- LUMO energy: -1.40 eV
- Energy relative to the best compared isomer or geometry (same formula, charge and spin): 0.0 kcal per mole
- Total energy: -293971.58425 eV
- HOMO level: -6.552 eV

***

4.
The following is a quantum chemistry calculation of 2 unconnected molecules or ions with the total composition C3H9N3O2, from the Open Molecules 2025 dataset.

Last column: Mulliken charge in e.
Geometry (Å):
C: 1.616 -0.280 2.004  -0.967
N: 0.680 2.210 1.018  -0.444
C: -0.132 1.047 1.109  0.147
N: 0.212 -0.068 1.687  -0.446
H: 2.380 0.241 1.426  0.345
H: 1.766 -1.365 1.864  0.288
H: 1.772 -0.094 3.078  0.343
H: 0.247 3.100 0.891  0.223
H: 1.499 2.208 1.630  0.193
H: -1.068 1.055 0.535  0.330
N: -2.015 -0.847 -2.864  -0.384
C: -1.256 -1.331 -1.847  0.679
O: 0.082 -1.103 -2.009  -0.503
O: -1.663 -1.995 -0.894  -0.593
H: -2.976 -1.099 -2.874  0.230
H: -1.623 -0.313 -3.629  0.205
H: 0.479 -1.366 -1.124  0.353

- LUMO energy: 0.77 eV
- Energy relative to the best compared isomer or geometry (same formula, charge and spin): 38.5 kcal per mole
- Total energy: -11822.38905 eV
- HOMO level: -8.788 eV
- SMILES: C/N=C\N.NC(=O)O

***

5.
The following is a quantum chemistry calculation of a molecular structure, C39H56F5GaP2Si, from the Open Molecules 2025 dataset.

Last column: Mulliken charge in e.
Geometry (Å):
Ga: -0.827 0.019 0.129  1.765
C: -0.746 2.300 2.239  -1.349
Si: 0.513 1.456 1.129  0.976
C: 1.283 2.717 -0.038  0.868
C: 2.338 3.574 0.314  -1.030
C: 2.743 4.598 -0.540  -0.915
C: 2.078 4.798 -1.741  -1.074
C: 1.034 3.948 -2.107  -0.795
C: 0.658 2.873 -1.300  0.478
P: -0.627 1.681 -1.658  -0.555
C: -0.712 1.135 -3.414  0.792
C: -0.016 -0.224 -3.626  -0.428
C: 1.457 -0.109 -4.008  -0.212
C: 1.628 0.743 -5.256  -1.337
C: 1.057 2.133 -5.029  -0.566
C: -0.402 2.097 -4.566  -1.203
C: -2.211 2.595 -1.348  0.966
C: -2.657 3.585 -2.426  -0.756
C: -3.948 4.300 -2.023  -0.895
C: -5.064 3.310 -1.708  -0.790
C: -4.635 2.299 -0.651  -0.834
C: -3.339 1.590 -1.041  -0.092
C: 1.780 0.665 2.278  1.298
C: 2.654 1.402 3.097  -0.949
C: 3.521 0.755 3.974  -0.935
C: 3.496 -0.629 4.075  -1.138
C: 2.591 -1.368 3.311  -0.409
C: 1.728 -0.741 2.409  0.717
P: 0.455 -1.534 1.443  -0.085
C: -0.594 -2.590 2.516  1.016
C: 0.036 -3.835 3.156  -0.806
C: -0.401 -4.099 4.596  -1.119
C: -1.901 -3.916 4.752  -0.722
C: -2.355 -2.511 4.365  -0.966
C: -1.317 -1.722 3.565  -0.781
C: 1.178 -2.531 0.084  0.320
C: 2.011 -1.685 -0.899  0.275
C: 3.492 -1.565 -0.547  -0.815
C: 4.132 -2.932 -0.354  -1.107
C: 3.374 -3.762 0.672  -0.394
C: 1.887 -3.861 0.344  -1.348
H: -0.264 3.065 2.854  0.449
H: -1.213 1.573 2.909  0.325
H: -1.539 2.782 1.664  0.211
H: 2.855 3.484 1.262  0.133
H: 3.558 5.257 -0.252  0.411
H: 2.366 5.617 -2.394  0.417
H: 0.521 4.163 -3.035  0.495
H: -1.781 0.900 -3.519  0.517
H: -0.531 -0.745 -4.446  0.721
H: -0.127 -0.876 -2.752  -0.684
H: 1.866 -1.109 -4.194  0.495
H: 2.032 0.326 -3.183  0.096
H: 1.125 0.268 -6.106  0.404
H: 2.691 0.818 -5.513  0.497
H: 1.126 2.712 -5.957  0.417
H: 1.685 2.648 -4.299  0.193
H: -0.992 1.762 -5.432  0.541
H: -0.752 3.112 -4.369  0.200
H: -2.048 3.178 -0.435  0.425
H: -2.836 3.069 -3.376  0.448
H: -1.884 4.339 -2.607  0.024
H: -4.267 4.967 -2.832  0.449
H: -3.758 4.930 -1.146  0.363
H: -5.351 2.779 -2.624  0.348
H: -5.952 3.851 -1.361  0.428
H: -5.429 1.559 -0.503  0.439
H: -4.494 2.811 0.309  0.315
H: -3.533 0.951 -1.912  0.273
H: -3.048 0.920 -0.221  -0.594
H: 2.650 2.487 3.094  0.412
H: 4.200 1.335 4.594  0.402
H: 4.163 -1.137 4.767  0.438
H: 2.582 -2.440 3.452  0.470
H: -1.377 -2.959 1.838  -0.099
H: 1.126 -3.826 3.137  0.140
H: -0.259 -4.708 2.556  0.299
H: 0.131 -3.423 5.277  0.311
H: -0.118 -5.119 4.882  0.501
H: -2.203 -4.133 5.783  0.453
H: -2.419 -4.648 4.120  0.288
H: -2.605 -1.943 5.270  0.598
H: -3.285 -2.586 3.789  0.263
H: -0.587 -1.290 4.263  0.704
H: -1.824 -0.871 3.092  -0.453
H: 0.267 -2.804 -0.470  0.493
H: 1.593 -0.684 -1.026  -1.248
H: 1.949 -2.165 -1.886  0.663
H: 3.626 -0.964 0.357  0.100
H: 4.012 -1.032 -1.352  0.507
H: 5.175 -2.813 -0.039  0.522
H: 4.149 -3.464 -1.313  0.338
H: 3.519 -3.338 1.666  0.029
H: 3.804 -4.770 0.705  0.507
H: 1.383 -4.469 1.092  0.214
H: 1.812 -4.452 -0.581  0.503
F: -0.866 -1.562 -0.661  -0.219
C: -1.731 -1.764 0.358  0.071
F: -2.015 -0.741 1.195  -0.254
C: -2.391 -3.083 0.533  0.596
F: -2.685 -3.340 1.834  -0.103
F: -3.559 -3.162 -0.155  -0.365
F: -1.611 -4.108 0.101  -0.291
H: -2.002 -0.089 -0.968  -0.614

- LUMO energy: 0.61 eV
- Total energy: -133759.27235 eV
- HOMO level: -5.879 eV

***

6.
The following is a quantum chemistry calculation of a molecular structure, C6H13N2, from the Open Molecules 2025 dataset.

Last column: Mulliken charge in e.
Geometry (Å):
C: 1.233 0.069 -0.390  0.070
C: -0.623 -0.633 -0.058  1.045
C: 2.678 0.450 -0.338  -0.986
C: -1.880 -0.830 -1.035  -1.095
C: -0.755 -0.990 1.360  -1.296
C: -0.464 2.010 0.218  -0.735
N: 0.045 0.701 -0.117  0.032
N: 0.630 -1.146 -0.541  -0.146
H: 2.931 0.729 -1.368  0.297
H: 3.171 -0.342 0.172  0.367
H: 2.662 1.441 0.287  0.255
H: -1.598 -1.026 -2.080  0.377
H: -2.593 -0.024 -0.927  0.281
H: -2.365 -1.811 -0.695  0.342
H: -1.286 -0.367 2.058  0.354
H: 0.312 -0.864 1.747  0.375
H: -0.984 -2.015 1.533  0.400
H: -0.441 2.717 -0.574  0.336
H: -1.526 1.624 0.436  0.313
H: 0.021 2.331 1.134  0.372
H: 0.830 -2.024 -0.820  0.041

- LUMO energy (spin up / spin down): -2.68 / -7.41 eV
- Energy relative to the best compared isomer or geometry (same formula, charge and spin): 46.1 kcal per mole
- Charge: +1
- Total energy: -9400.83182 eV
- Spin multiplicity: 3
- HOMO level (spin up / spin down): -10.093 / -15.235 eV

***

Number 1: M 304.77 g/mol, F_max 5.51 eV/A. Number 2: M 319.12 g/mol, F_max 3.06 eV/A. Number 3: M 749.19 g/mol, F_max 0.57 eV/A. Number 4: M 119.12 g/mol, F_max 2.92 eV/A. Number 5: M 779.62 g/mol, F_max 9.52 eV/A. Number 6: M 113.18 g/mol, F_max 4.87 eV/A.